(1)
Entry from the Open Molecules 2025 dataset: 2 unconnected molecules or ions with the total composition C6H12N2O in a non-equilibrium geometry (wB97M-V/def2-TZVPD).

The net charge is 0. The calculation puts the HOMO-LUMO gap (alpha / beta) at 0.3291 / 0.3099 hartree. As for the energy relative to the best compared isomer or geometry (same formula, charge and spin): 138.6 kcal/mol. The largest force on an atom is 0.106 Eh/bohr.

Each line ends with the Löwdin charge.
Positions of all 21 atoms, in Å:
C1 1.7242 -0.0670 0.9417  -0.1432
C2 0.6497 1.3501 -0.8122  -0.0936
C3 1.3800 -1.2982 0.0300  -0.1863
C4 0.3219 -0.0608 -1.5750  -0.1807
C5 0.4839 0.7383 0.6206  -0.3773
C6 -2.6818 0.1710 0.0920  0.0043
N1 0.0895 -0.9970 -0.5389  -0.2519
N2 -0.4982 -0.4067 0.5305  0.0238
O1 -3.3043 -0.9149 0.6559  -0.0710
H1 1.6642 -0.2846 2.0884  0.1311
H2 2.6699 0.5839 0.6275  0.1394
H3 1.6206 1.6510 -0.9623  0.0451
H4 -0.1045 2.2096 -1.0884  0.1284
H5 2.0440 -1.5694 -0.7986  0.1147
H6 1.2819 -2.1893 0.6809  0.1134
H7 -0.6410 0.1218 -2.1962  0.1206
H8 1.0752 -0.1944 -2.2827  0.0794
H9 0.1827 1.4953 1.4427  0.1494
H10 -2.7728 0.1940 -0.9581  0.0610
H11 -2.7619 0.9743 0.8250  0.0910
H12 -2.8453 -1.7468 0.4519  0.1023

=====

(2)
Entry from the Open Molecules 2025 dataset: a molecular structure, C3H7AgClCuNO6S in a non-equilibrium geometry (wB97M-V/def2-TZVPD).

The net charge is +2. As for the expectation value of S²: 0.76. The calculation puts the HOMO-LUMO gap (alpha / beta) at 0.3261 / 0.1383 hartree. The spin multiplicity is 2. The largest force on an atom is 0.108 Eh/bohr.

Each line ends with the Löwdin charge.
Positions of all 21 atoms, in Å:
Ag1 3.9140 -16.8077 18.8403  0.7226
Cu1 1.7581 -14.8181 19.1932  0.3341
Cl1 1.8718 -16.8085 18.4763  0.4079
C1 1.3769 -15.2924 16.2187  -0.0109
N1 1.0036 -13.8824 16.5762  -0.3954
O1 0.7694 -13.0871 15.7090  0.2003
O2 0.9789 -13.5948 17.7444  -0.0032
H1 0.6064 -15.8626 16.7376  0.0567
H2 2.2469 -15.5450 16.8249  -0.0189
H3 1.3741 -15.5484 15.1592  0.1300
C2 1.5554 -18.0072 20.7346  -0.3439
C3 0.5201 -17.0460 21.2714  -0.1882
O3 -0.2772 -17.6833 22.2622  -0.0818
S1 0.3291 -19.1996 22.6175  0.8610
O4 -0.4287 -20.2550 22.0208  0.0208
O5 0.5787 -19.3998 24.0323  0.0468
O6 1.7538 -18.9700 21.7427  -0.1063
H4 2.4474 -17.4483 20.4515  0.0028
H5 1.2453 -18.5879 19.8659  0.1018
H6 -0.0334 -16.6363 20.4265  0.1211
H7 0.9134 -16.1077 21.6626  0.1425

=====

(3)
Entry from the Open Molecules 2025 dataset: a molecular structure, C22H79GaO20PS (wB97M-V/def2-TZVPD).

The net charge is -1. The calculation puts the HOMO-LUMO gap at 0.2255 hartree. As for the energy relative to the best compared isomer or geometry (same formula, charge and spin): 0.0 kcal/mol. The largest force on an atom is 0.016 Eh/bohr.

Each line ends with the Löwdin charge.
Positions of all 124 atoms, in Å:
C1 5.4425 -2.2181 1.5631  -0.0399
C2 4.5953 -1.8093 0.7962  -0.1818
Ga1 3.1357 -1.1476 -0.4323  0.2590
C3 1.4453 -2.2435 -0.1934  -0.2793
C4 0.2535 -1.4681 -0.7867  -0.3070
C5 -0.8334 -2.3525 -1.4179  -0.2214
C6 -1.8920 -2.8640 -0.4194  -0.2106
C7 -3.2944 -2.9950 -1.0388  -0.2209
C8 -4.1340 -1.7068 -0.9165  -0.1899
C9 -5.3975 -1.8480 -0.0422  -0.2068
C10 -6.6777 -2.0457 -0.8506  -0.2039
C11 -7.9582 -1.9418 0.0004  -0.1930
C12 -8.7695 -0.6539 -0.2482  -0.1837
C13 -8.2412 0.5631 0.5421  -0.1981
C14 -7.9210 1.8414 -0.2521  -0.1876
C15 -7.2381 1.6482 -1.6151  -0.2070
C16 -8.1799 1.7508 -2.8301  -0.2464
C17 -7.4386 2.1978 -4.1189  -0.0983
C18 2.7102 0.8080 0.0061  -0.2383
C19 3.9046 1.5111 0.6615  -0.3038
C20 4.7952 2.2818 -0.3117  -0.2467
S1 4.0998 3.7889 -0.9175  0.6105
O1 2.8986 3.6005 -1.6639  -0.2633
O2 4.0905 4.7587 0.1389  -0.2903
O3 5.2327 4.2815 -1.9422  -0.1544
P1 3.6812 -1.2958 -2.7237  0.7610
C21 4.1140 0.3834 -3.3712  -0.3821
C22 5.1787 -2.3361 -3.0523  -0.3954
H1 6.1473 -2.5637 2.2792  -0.0348
H2 1.3123 -2.4676 0.8683  0.0409
H3 1.5955 -3.1855 -0.7290  0.0370
H4 -0.1903 -0.8427 -0.0075  0.0961
H5 0.6262 -0.8037 -1.5752  0.0752
H6 -1.3345 -1.8054 -2.2251  0.0999
H7 -0.3400 -3.2186 -1.8652  0.1036
H8 -1.5764 -3.8535 -0.0758  0.1034
H9 -1.9119 -2.2164 0.4612  0.1041
H10 -3.1524 -3.2161 -2.1008  0.0951
H11 -3.8063 -3.8537 -0.6080  0.0851
H12 -3.5045 -0.9010 -0.5352  0.1050
H13 -4.4584 -1.4073 -1.9172  0.1009
H14 -5.2737 -2.7143 0.6146  0.1111
H15 -5.4814 -0.9797 0.6188  0.0971
H16 -6.7228 -1.3375 -1.6804  0.0891
H17 -6.6247 -3.0412 -1.3002  0.0993
H18 -7.7223 -1.9693 1.0674  0.1027
H19 -8.6037 -2.7940 -0.2230  0.1021
H20 -8.8445 -0.4557 -1.3172  0.0881
H21 -9.7880 -0.8580 0.0942  0.1015
H22 -7.3698 0.2617 1.1330  0.0860
H23 -9.0196 0.8247 1.2641  0.0761
H24 -7.2348 2.4277 0.3686  0.1037
H25 -8.8109 2.4663 -0.3556  0.1033
H26 -6.4615 2.4014 -1.7562  0.0943
H27 -6.7506 0.6720 -1.6452  0.0908
H28 -9.0044 2.4294 -2.6047  0.0957
H29 -8.6336 0.7798 -3.0416  0.0859
H30 -7.5315 1.4367 -4.8951  0.0621
H31 -7.8868 3.1156 -4.4985  0.0648
H32 -6.3790 2.3439 -3.9259  0.0325
H33 1.8744 0.7850 0.7066  0.0524
H34 2.3988 1.2992 -0.9126  0.0295
H35 4.5652 0.7752 1.1283  0.0519
H36 3.5891 2.1854 1.4685  0.1067
H37 5.0663 1.6502 -1.1593  0.0815
H38 5.7141 2.5922 0.1938  0.1052
H39 5.5882 3.5113 -2.4111  0.0871
H40 4.2463 0.3367 -4.4549  0.0248
H41 5.0520 0.7808 -2.9593  0.0021
H42 3.2875 1.0612 -3.1678  -0.0088
H43 5.0941 -3.2571 -2.4802  0.0178
H44 5.1831 -2.6132 -4.1090  0.0135
H45 6.1127 -1.8238 -2.8182  0.0176
O4 -10.7377 0.3235 2.8610  -0.0663
H46 -10.0443 0.3744 3.5348  -0.0015
H47 -11.5373 0.6507 3.2819  0.0324
O5 7.8066 -4.1667 2.1202  -0.0665
H48 7.7717 -4.1605 1.1581  0.0461
H49 8.7245 -4.3744 2.3324  0.0093
O6 4.2761 6.4140 2.6282  -0.0537
H50 4.1735 5.7608 1.9194  0.0063
H51 4.3508 5.8745 3.4249  0.0258
O7 10.1297 -3.7335 3.7843  -0.0540
H52 10.8508 -3.5663 4.3985  0.0458
H53 9.3448 -3.4189 4.2540  0.0307
O8 7.8457 -4.0223 -3.2067  -0.0570
H54 8.1879 -3.6863 -4.0405  0.0347
H55 8.4061 -4.7760 -2.9971  0.0310
O9 -5.3252 -5.3095 -2.2137  -0.0577
H56 -5.0106 -5.0029 -3.0700  0.0386
H57 -4.7548 -6.0549 -2.0019  0.0390
O10 -4.4720 3.5776 -3.5012  -0.0563
H58 -3.8913 3.1202 -2.8832  0.0449
H59 -3.9746 4.3587 -3.7622  0.0379
O11 5.9453 3.5359 3.5716  -0.0396
H60 5.6138 3.8163 2.7100  0.0319
H61 6.5130 4.2570 3.8636  0.0563
O12 5.0630 6.8435 6.1303  -0.0590
H62 5.0598 7.2607 5.2626  0.0133
H63 4.2096 6.4004 6.1813  0.0374
O13 7.5851 -1.6642 4.7051  -0.0614
H64 7.6723 -0.8529 4.1855  0.0194
H65 7.2187 -2.2950 4.0739  0.0040
O14 7.0248 0.9524 2.6683  -0.0626
H66 6.3355 0.6449 2.0684  0.0046
H67 6.5944 1.6113 3.2330  0.0074
O15 -8.1294 0.0736 4.0274  -0.0517
H68 -7.8949 0.3090 3.1197  0.0220
H69 -7.6508 -0.7488 4.1795  0.0542
O16 -5.2974 0.2223 4.2690  -0.0641
H70 -4.4636 0.1919 4.7480  0.0389
H71 -5.8987 0.7291 4.8252  0.0246
O17 1.2681 2.2529 -4.1145  -0.0568
H72 0.9997 2.4030 -5.0255  0.0318
H73 1.6832 3.0751 -3.8290  0.0154
O18 1.2988 -2.0838 -5.2826  -0.1145
H74 1.9260 -1.9736 -4.5454  -0.0632
H75 0.4529 -1.8538 -4.8865  0.0104
O19 2.4460 8.2321 4.1607  -0.0669
H76 2.9798 9.0315 4.1815  0.0320
H77 2.8881 7.6632 3.5153  -0.0076
O20 11.8112 -6.5557 3.3365  -0.0603
H78 12.6998 -6.1882 3.3332  0.0289
H79 11.2887 -5.9184 3.8378  0.0059